{
  "formula": "C44H32AsBr4ClHgN3O6",
  "method": "wB97M-V/def2-TZVPD",
  "lumo_energy_ev": [3.41, 3.41],
  "e_homo_ev": [-1.493, -1.576],
  "s_squared": 0.7631,
  "multiplicity": 2,
  "e_tot_ev": -420606.8958,
  "charge": -2,
  "de_lowest_kj_mol": 279.7,
  "symbols": ["C", "H", "C", "Br", "H", "H", "O", "H", "H", "Br", "H", "C", "C", "C", "C", "H", "C", "H", "O", "C", "Cl", "N", "H", "C", "C", "H", "H", "Hg", "H", "H", "C", "H", "C", "C", "Br", "C", "C", "C", "C", "C", "C", "H", "H", "C", "O", "N", "C", "H", "H", "H", "C", "H", "C", "C", "H", "C", "C", "C", "C", "H", "H", "H", "N", "C", "H", "C", "H", "C", "O", "C", "C", "H", "H", "C", "As", "C", "H", "C", "H", "O", "C", "O", "C", "Br", "C", "C", "C", "H", "H", "C", "C", "C"],
  "positions_angstrom": [[-0.502761, -3.132161, 1.261986], [-2.590481, 1.825802, -4.475363], [5.186723, 0.935794, 1.146549], [1.338375, -2.816176, -4.133021], [4.440923, -2.705978, 3.108870], [-1.839883, 2.091078, 4.099183], [-2.176014, 0.919826, -4.306443], [4.548979, -3.715861, -0.320957], [-0.070433, -1.677233, 4.871061], [-0.564435, -1.906771, -6.785711], [-1.201583, 6.120654, 2.810949], [-0.903626, -3.360233, -1.232398], [1.634540, 1.876661, 7.333900], [2.926431, -4.620767, 0.755726], [2.005895, 3.839009, 6.008264], [1.577410, 1.389597, 8.300156], [3.483157, -0.138854, 2.455847], [-1.416016, -4.004845, -1.943461], [-2.487257, -0.753210, -1.145996], [1.957725, 3.222723, 7.251917], [-4.264607, 4.923447, -0.711235], [-1.824589, 1.947312, -0.885730], [-1.081023, -4.793461, 0.218853], [4.418495, 2.092212, 1.081746], [-1.797364, 2.828322, 3.306898], [3.267439, -4.339360, 4.521044], [2.545641, 3.011631, 1.586354], [0.346129, -0.021970, -0.026596], [5.313031, -1.086451, 1.844686], [-1.783310, 5.465554, 0.497225], [0.324698, -0.457071, -3.078384], [-0.793579, -2.082258, 1.265451], [1.383615, 1.144847, 6.179303], [-0.035595, -1.441903, -4.008467], [-4.170879, -2.897630, -2.711701], [1.628689, -4.458659, 1.214744], [2.707833, 1.022031, 2.376460], [-2.088840, 3.407971, 0.998330], [1.603369, -0.953797, 3.740073], [3.549931, -3.575455, 0.078199], [-2.081017, 2.451063, 2.002546], [1.766284, 3.602939, 3.894764], [4.785462, 2.956640, 0.543511], [0.964504, -3.248787, 0.995696], [-3.457435, 3.041452, -4.704273], [-2.418516, 3.016765, -0.316646], [-1.116417, -1.637647, -4.928200], [1.124726, -5.274637, 1.729616], [-0.812653, -3.611989, 2.193953], [6.148793, 0.900907, 0.651045], [-1.856051, 0.711132, -2.997431], [1.017415, -3.838472, 5.412553], [0.927493, -1.892985, 4.503636], [-3.279861, 2.887773, -2.360735], [3.441277, -5.563470, 0.899036], [-2.437192, -1.692629, -4.653799], [1.606195, -2.183335, 0.380933], [1.456694, 1.746020, 4.927504], [-2.940868, -1.520616, -3.332052], [-1.243298, 4.429100, 4.624697], [3.390990, -1.550093, -0.621178], [-2.936573, -2.510908, 0.254825], [-1.290728, -3.798515, 0.156761], [1.743895, 3.108025, 4.859577], [2.251582, 4.891328, 5.932578], [3.467847, -2.461346, 3.515951], [-1.246666, -2.336562, -1.359137], [-2.453967, -0.630746, -2.405644], [-0.434536, 0.663105, -2.808609], [1.532548, -3.108502, 4.799857], [-1.778653, 4.732020, 1.290312], [-3.015140, -3.927804, 1.369595], [0.172641, -3.421392, -1.360152], [2.899920, -2.358729, -0.091794], [0.978584, 0.818918, 3.241572], [2.877098, -1.235177, 3.235040], [1.147993, 0.090306, 6.258695], [2.799036, -3.387833, 4.301184], [-2.308531, 1.424846, 1.744234], [1.392132, -0.467877, -2.436300], [-2.320225, 1.857564, -2.102730], [-5.075799, 3.958748, -3.445416], [-1.479906, 4.145244, 3.606740], [-3.738306, -2.044585, -6.029410], [-3.298192, 3.590668, -1.184714], [-4.027878, 3.327178, -3.620319], [4.720167, -0.180154, 1.823372], [2.175112, 3.787476, 8.150058], [-3.304887, -4.103126, -0.394179], [-2.743768, -3.578777, 0.372949], [3.169251, 2.130711, 1.684756], [-1.462596, 5.092742, 2.590480]],
  "forces_ev_per_a": [[0.198, -0.049, -0.009], [-0.092, 0.064, -0.037], [-0.002, 0.002, 0.015], [-0.078, -0.104, 0.077], [0.004, 0.010, 0.015], [0.087, -0.019, -0.025], [0.203, -0.121, 0.149], [0.009, -0.004, 0.000], [0.000, -0.021, 0.015], [0.033, 0.183, -0.066], [-0.022, 0.011, -0.001], [0.142, 0.037, -0.103], [-0.019, 0.001, 0.002], [-0.024, -0.027, -0.046], [0.035, 0.003, 0.005], [0.023, -0.005, 0.004], [-0.007, 0.013, 0.047], [-0.054, 0.010, 0.040], [0.039, -0.035, 0.120], [0.015, -0.012, 0.000], [0.024, 0.015, 0.004], [0.056, 0.105, 0.153], [-0.031, 0.011, 0.012], [0.012, 0.000, 0.020], [-0.053, 0.030, 0.005], [-0.013, -0.014, -0.024], [0.017, 0.009, -0.011], [0.476, -0.508, -0.199], [0.009, 0.002, 0.001], [0.040, -0.002, -0.012], [0.036, 0.080, -0.411], [-0.117, -0.026, 0.003], [0.045, -0.031, -0.026], [-0.067, -0.056, 0.139], [0.088, 0.001, 0.013], [-0.048, 0.025, -0.064], [0.043, -0.017, 0.005], [-0.011, -0.044, 0.048], [0.004, 0.003, 0.083], [0.024, 0.031, 0.079], [-0.099, -0.032, 0.042], [0.014, 0.022, 0.012], [-0.018, -0.010, -0.034], [0.044, -0.016, 0.039], [-0.028, 0.106, -0.139], [-0.019, 0.193, -0.114], [0.017, -0.115, 0.003], [0.019, -0.017, 0.008], [-0.043, -0.022, -0.036], [-0.002, -0.007, -0.009], [-0.159, -0.110, -0.085], [-0.015, -0.009, -0.011], [-0.028, 0.040, -0.048], [0.043, 0.077, 0.007], [0.010, 0.000, 0.017], [0.090, -0.252, 0.057], [-0.426, 0.696, -0.188], [-0.078, 0.042, 0.015], [-0.098, -0.105, -0.045], [-0.002, 0.001, 0.008], [-0.021, -0.014, -0.057], [0.033, -0.005, -0.106], [0.003, 0.089, -0.050], [0.018, -0.038, -0.040], [-0.016, 0.009, -0.005], [0.002, -0.017, -0.055], [-0.041, 0.007, 0.057], [-0.157, 0.190, -0.127], [-0.071, -0.078, 0.100], [0.021, -0.019, -0.031], [0.082, -0.020, -0.024], [0.063, -0.015, 0.012], [-0.024, -0.085, 0.030], [0.046, -0.017, 0.037], [-0.002, -0.044, 0.079], [0.028, 0.034, 0.047], [0.018, -0.002, 0.013], [-0.013, 0.018, 0.035], [-0.001, 0.001, -0.023], [0.074, 0.023, 0.447], [0.110, -0.022, -0.066], [-0.035, 0.033, -0.014], [-0.024, 0.020, -0.008], [-0.044, 0.122, -0.026], [-0.061, -0.111, 0.019], [-0.038, -0.045, 0.122], [0.024, -0.010, 0.011], [-0.035, 0.014, 0.005], [0.033, -0.023, -0.001], [-0.142, -0.013, 0.112], [-0.064, -0.001, -0.040], [-0.011, -0.015, 0.025]],
  "lowdin_spin": [0.004, 0.000, 0.001, 0.001, 0.000, 0.000, 0.000, 0.002, 0.000, 0.000, 0.000, -0.001, 0.000, -0.010, 0.000, 0.000, 0.001, 0.000, 0.017, 0.001, 0.000, 0.059, 0.000, 0.002, 0.001, 0.000, 0.001, 0.349, 0.000, 0.000, 0.005, 0.006, 0.003, 0.002, 0.000, 0.012, 0.014, 0.003, 0.000, 0.011, 0.008, 0.000, 0.000, 0.028, 0.000, 0.002, 0.001, 0.002, 0.000, 0.000, 0.001, 0.000, 0.000, 0.001, -0.001, 0.000, 0.300, 0.015, 0.001, 0.000, 0.004, 0.000, -0.001, 0.002, 0.000, 0.001, -0.001, 0.001, 0.023, 0.001, 0.001, 0.000, 0.000, 0.028, 0.056, -0.001, 0.000, -0.001, 0.005, 0.023, 0.003, 0.000, 0.001, 0.000, 0.000, 0.000, 0.001, 0.000, 0.000, 0.000, 0.008, 0.000]
}